{"formula": "C16H16INO6Pb", "method": "ωB97M-V with the def2-TZVPD basis set", "total_energy_ha": -1615.23051, "charge": 2, "species": ["C", "C", "C", "C", "C", "C", "O", "C", "N", "C", "O", "C", "C", "C", "O", "C", "O", "C", "C", "C", "O", "I", "C", "O", "H", "H", "H", "H", "H", "H", "H", "H", "H", "H", "H", "H", "H", "H", "H", "H", "Pb"], "coordinates": [[2.27, -1.15, 3.40], [1.54, -1.12, 2.45], [0.56, -0.77, 1.50], [0.73, 0.20, 0.58], [2.01, 0.98, 0.47], [3.02, 0.25, -0.46], [2.97, 0.78, -1.76], [4.44, 0.31, 0.08], [5.33, -0.44, -0.80], [-0.34, 0.52, -0.39], [-0.17, 1.28, -1.32], [-1.68, -0.13, -0.24], [-2.73, 0.34, -1.19], [-3.10, 1.84, -1.02], [-2.45, 2.38, 0.11], [-1.84, 3.60, -0.12], [-1.96, 4.50, 0.63], [-1.82, -1.10, 0.67], [-3.11, -1.85, 0.93], [-3.29, -2.77, -0.19], [-2.41, -3.43, -0.71], [-5.20, -2.91, -1.26], [-0.69, -1.56, 1.52], [-0.84, -2.56, 2.19], [2.92, -1.19, 4.24], [1.76, 1.92, 0.00], [2.41, 1.15, 1.46], [2.74, -0.81, -0.50], [2.45, 0.20, -2.32], [4.47, -0.09, 1.09], [4.75, 1.35, 0.14], [6.16, 0.08, -1.03], [5.57, -1.33, -0.40], [-3.65, -0.24, -1.14], [-2.33, 0.21, -2.21], [-4.18, 1.92, -0.89], [-2.83, 2.38, -1.92], [-1.21, 3.65, -1.01], [-3.96, -1.17, 1.05], [-2.99, -2.42, 1.86], [-2.82, -2.79, -2.98]]}